3 unconnected molecules or ions with the total composition C12H25F4NO6S at a distorted geometry, computed with ωB97M-V/def2-TZVPD.

Last column: Löwdin charge in e.
Cartesian coordinates (Å):
N 0.34545 -3.01795 3.36144  0.092
C 1.01481 -1.93048 4.08970  -0.313
O 2.43048 -1.92097 3.77752  -0.160
S 2.95218 -0.51597 3.06046  0.779
O 3.40304 -0.72995 1.65398  -0.262
O 3.75946 0.43203 3.86147  -0.248
O 1.49155 0.28338 2.90042  -0.184
C 0.57053 -0.41546 3.78082  -0.155
C -0.96233 -0.07004 3.66250  -0.315
F -1.12946 1.22578 4.11604  0.109
F -1.64269 -0.92552 4.55892  0.064
C -1.61376 -0.31710 2.24104  -0.198
F -2.54569 0.71207 2.01379  0.044
F -0.71043 -0.30712 1.19370  0.067
H -0.65523 -2.83948 3.24740  0.074
H 0.46398 -3.85374 3.94367  0.096
H 0.90982 -2.13980 5.19176  0.166
H 0.83550 0.07183 4.78059  0.177
H -2.19652 -1.27936 2.25201  0.177
C -2.67965 -1.84836 -4.50981  -0.082
C -3.46248 -1.89817 -3.20829  -0.284
O -2.65135 -2.12335 -2.06582  -0.164
C -1.64530 -1.15167 -1.80711  -0.274
C -2.19569 0.24606 -1.58495  -0.073
H -2.12064 -2.77690 -4.65462  0.081
H -3.35716 -1.70995 -5.35569  0.076
H -1.96005 -1.02831 -4.52186  0.065
H -4.16913 -2.72962 -3.25390  0.116
H -4.06093 -0.99132 -3.07525  0.104
H -0.89858 -1.15884 -2.60784  0.110
H -1.12817 -1.47596 -0.90166  0.102
H -2.71948 0.62427 -2.46493  0.069
H -1.38512 0.94049 -1.35254  0.063
H -2.90729 0.24857 -0.75469  0.073
C 2.72682 2.91587 -3.05117  -0.080
C 1.38145 2.96293 -2.34618  -0.278
O 0.98386 1.71604 -1.79711  -0.177
C 1.84831 1.15511 -0.81676  -0.263
C 2.03659 2.03752 0.40428  -0.070
H 2.71293 2.16966 -3.85036  0.082
H 2.96328 3.89072 -3.48406  0.077
H 3.53565 2.64933 -2.36914  0.065
H 0.61325 3.23987 -3.07146  0.118
H 1.37012 3.73802 -1.57337  0.106
H 2.81199 0.89585 -1.26716  0.112
H 1.39047 0.21304 -0.50506  0.109
H 2.49840 2.99426 0.15241  0.072
H 2.67523 1.53930 1.13547  0.045
H 1.07195 2.25344 0.87140  0.084

Values from the calculation:
* highest occupied orbital energy: -0.3477 Eh
* HOMO-LUMO gap: 9.62 eV
* energy: -48326.370 eV
* structure (SMILES): N[C@H]1OS(=O)(=O)O[C@H]1C(F)(F)C(F)F.CCOCC.CCOCC

---

2 unconnected molecules or ions with the total composition C2H7N3 at a distorted geometry, computed with ωB97M-V/def2-TZVPD.

Last column: Löwdin charge in e.
Cartesian coordinates (Å):
H 2.51216 -0.91330 -0.67091  0.080
N 1.59887 -0.33981 -0.79780  0.028
C 1.21470 0.08674 0.33131  -0.408
N 2.09166 0.50207 1.28901  0.060
H 0.15335 0.19848 0.49855  0.084
H 2.95208 0.85762 1.00305  0.065
H 1.63052 1.24254 1.82300  0.091
C -2.67279 -0.19292 -0.42648  -0.155
N -2.11544 -1.15104 -1.10450  0.019
H -3.15968 -0.45014 0.56502  0.066
H -2.66632 0.89054 -0.71830  0.066
H -1.53909 -0.73077 -1.79196  0.004

Values from the calculation:
* highest occupied orbital energy: -0.3322 Eh
* HOMO-LUMO gap: 9.93 eV
* energy relative to the best compared isomer or geometry (same formula, charge and spin): 2.160 eV
* energy: -6655.796 eV
* structure (SMILES): [H]/N=C\N.C=N

---

2 unconnected molecules or ions with the total composition C4H6F3N at a distorted geometry, computed with ωB97M-V/def2-TZVPD.

Last column: Löwdin charge in e.
Cartesian coordinates (Å):
C 1.04829 -0.39604 -1.69811  -0.164
N 0.65060 0.41907 -0.67870  -0.015
C 0.06648 -0.03748 0.34991  -0.178
C -0.75153 0.29130 1.54698  0.056
C -0.70526 -1.12500 0.98440  -0.408
F -1.80638 -1.62790 0.35386  0.097
F -0.07424 -2.08307 1.79398  0.060
H 0.35795 -0.13209 -2.58305  0.103
H 2.15197 -0.29273 -2.16738  0.131
H 0.68507 -1.53535 -1.49922  0.129
H -0.23430 0.31560 2.50746  0.130
H -1.69123 0.83958 1.42162  0.132
F 0.16526 3.06459 0.11433  -0.113
H 0.13734 2.29952 -0.44607  0.041

Values from the calculation:
* highest occupied orbital energy: -0.3793 Eh
* HOMO-LUMO gap: 10.40 eV
* energy relative to the best compared isomer or geometry (same formula, charge and spin): 2.108 eV
* energy: -13885.002 eV
* structure (SMILES): C/N=C1/CC1(F)F.F

---

A gas-phase ion, C20H21ClNO5S (charge -1) at a distorted geometry, computed with ωB97M-V/def2-TZVPD.

Last column: Löwdin charge in e.
Cartesian coordinates (Å):
C 4.08039 0.57863 0.19906  -0.076
C 3.15805 1.73235 -0.18055  -0.555
C 3.44745 2.92424 0.72884  -0.076
C 3.39509 2.12154 -1.63710  -0.062
C 1.64434 1.37745 -0.04164  -0.451
O 0.87484 2.26255 0.39754  -0.093
C 1.19956 0.12281 -0.47134  -0.079
C -0.22818 -0.27804 -0.38834  -0.347
C -0.43057 -1.66789 -1.03750  -0.167
C -1.14098 -2.66942 -0.36103  -0.017
C -1.15725 -3.97700 -0.83385  0.014
C -0.51427 -4.28619 -2.04435  -0.175
N -0.44164 -5.63995 -2.47900  -0.328
O 0.16681 -5.91077 -3.53974  0.032
O -0.96748 -6.52488 -1.76409  0.029
C 0.14613 -3.28146 -2.76679  0.016
C 0.19259 -1.98440 -2.25552  -0.040
C -1.14947 0.79462 -0.90714  -0.683
Cl -1.21127 0.89464 -2.67676  0.695
S -2.90796 0.67862 -0.35191  0.664
O -3.64400 1.76072 -0.95650  -0.329
O -3.34081 -0.68867 -0.50156  -0.314
C -2.88943 1.05775 1.43070  -0.247
C -4.14527 0.94631 2.02298  -0.076
C -4.29450 1.26767 3.37313  -0.087
C -3.19280 1.68607 4.12704  -0.095
C -1.93539 1.76986 3.52751  -0.069
C -1.78418 1.48893 2.16338  -0.039
H 4.03641 -0.25275 -0.51418  0.071
H 5.11708 0.94175 0.21757  0.074
H 3.84605 0.19705 1.20035  0.085
H 2.83201 3.78358 0.44747  0.077
H 3.22427 2.66740 1.76956  0.083
H 4.50600 3.20081 0.65730  0.073
H 2.73117 2.94947 -1.91889  0.089
H 4.43134 2.45254 -1.78379  0.074
H 3.20318 1.27810 -2.31211  0.079
H 1.93170 -0.64706 -0.70608  0.082
H -0.49641 -0.37272 0.67614  0.132
H -1.68167 -2.43381 0.55919  0.118
H -1.63795 -4.77492 -0.27981  0.113
H 0.64071 -3.52951 -3.70030  0.113
H 0.72779 -1.21547 -2.81550  0.104
H -0.87144 1.77315 -0.48453  0.078
H -4.99081 0.60720 1.42508  0.115
H -5.28450 1.18465 3.81991  0.099
H -3.31898 1.95301 5.17792  0.098
H -1.06116 2.06255 4.10973  0.107
H -0.81460 1.61890 1.67950  0.091

Values from the calculation:
* highest occupied orbital energy: -0.1375 Eh
* HOMO-LUMO gap: 5.41 eV
* energy: -56164.294 eV
* net charge: -1
* structure (SMILES): CC(C)(C)/C([O-])=C/[C@H](c1ccc([N+](=O)[O-])cc1)[C@@H](Cl)S(=O)(=O)c1ccccc1

---

2 unconnected molecules or ions with the total composition C15H19Br2N5O5S at a distorted geometry, computed with ωB97M-V/def2-TZVPD.

Last column: Löwdin charge in e.
Cartesian coordinates (Å):
C 3.78389 2.04367 -0.12462  -0.096
C 4.42082 0.68119 -0.53861  -0.306
C 3.43382 -0.33158 -1.21111  -0.654
Br 3.37306 0.04736 -3.12868  0.898
C 2.05436 -0.42687 -0.55754  -0.197
C 0.88774 -0.19600 -1.25168  0.038
C -0.41176 -0.31054 -0.64817  -0.186
N -1.49958 -0.05245 -1.42926  0.167
C -2.64820 -0.20569 -0.81035  -0.080
C -2.74392 -0.60379 0.56801  -0.263
C -4.15905 -0.78662 1.16074  -0.100
C -4.65752 0.46693 1.93878  -0.665
N -6.05370 0.16197 2.33754  0.044
N -4.74520 1.68085 1.07862  0.080
N -3.92350 0.73333 3.16381  0.085
N -1.72837 -0.82751 1.38495  0.171
C -0.54645 -0.66518 0.71248  -0.197
C 0.67104 -0.88158 1.44898  0.017
C 1.90535 -0.77396 0.86057  -0.138
C 3.16952 -1.04879 1.69617  -0.133
C 2.89573 -1.76813 3.01346  -0.766
O 2.77831 -2.94116 3.14323  0.053
Br 2.71831 -0.63725 4.64660  0.609
H 4.12554 2.27682 0.90299  0.063
H 2.69128 2.09008 -0.23650  0.075
H 4.20501 2.83395 -0.76944  0.069
H 5.18611 0.90748 -1.30153  0.075
H 4.95716 0.16124 0.27460  0.077
H 3.89981 -1.33408 -1.10716  0.089
H 0.93099 0.08424 -2.31905  0.090
H -3.57640 -0.03767 -1.37309  0.113
H -4.07415 -1.62269 1.87519  0.111
H -4.85081 -1.07287 0.34717  0.112
H -6.70845 0.49782 1.64270  0.058
H -6.24440 0.55304 3.25133  0.055
H -3.82974 2.12854 1.08444  0.070
H -4.93169 1.31454 0.14655  0.063
H -3.18480 1.41117 3.00260  0.072
H -3.51827 -0.11693 3.54176  0.076
H 0.58533 -1.13471 2.51382  0.097
H 3.71310 -0.10128 1.83473  0.097
H 3.82252 -1.69598 1.07908  0.130
O 3.01494 0.32515 -6.02559  -0.576
S 1.63454 -0.10384 -6.42651  0.131
O 1.61146 -1.58074 -6.60496  -0.505
O 1.26252 0.56603 -7.69977  -0.499
O 0.67824 0.28770 -5.34624  -0.522

Values from the calculation:
* highest occupied orbital energy: 0.0086 Eh
* HOMO-LUMO gap: 2.99 eV
* energy: -184471.473 eV
* net charge: -2

---

A single C20H27FN4O4 molecule, computed with ωB97M-V/def2-TZVPD.

Last column: Löwdin charge in e.
Cartesian coordinates (Å):
C -4.47044 -0.94775 -1.35578  -0.062
C -2.98751 -0.61086 -1.44532  -0.203
N -2.41477 -0.24596 -0.15432  -0.026
C -2.51309 1.16577 0.20736  -0.104
C -1.46466 2.06118 -0.44506  -0.334
C -1.86662 3.52846 -0.35137  -0.037
N -0.21228 1.80900 0.25027  0.125
C 0.98252 2.23285 -0.21113  -0.419
O 1.11075 2.90913 -1.22428  0.054
C 2.12347 1.84887 0.65708  -0.144
C 2.16913 0.97604 1.73168  0.054
C 3.50813 1.01734 2.12859  -0.414
O 4.06336 0.31260 3.14120  0.066
N 4.22776 1.84146 1.39093  0.145
N 3.36831 2.34542 0.48726  -0.130
C 3.86537 3.27823 -0.50767  -0.006
C -1.63263 -1.05478 0.60853  -0.375
O -1.03413 -0.62981 1.58722  0.055
C -1.55048 -2.55269 0.24893  -0.268
C -0.53666 -2.87054 -0.86164  -0.074
C 0.76465 -2.11095 -0.83585  -0.217
C 1.00814 -1.11756 -1.77741  -0.027
C 2.23292 -0.46781 -1.84061  -0.006
C 3.20920 -0.83293 -0.94055  -0.292
F 4.41384 -0.23678 -1.01636  0.062
C 2.99463 -1.78648 0.03596  0.000
C 1.76519 -2.42294 0.08225  -0.008
O -1.15951 -3.29572 1.36946  -0.139
C -2.12374 -3.32162 2.40281  -0.077
H -4.86771 -1.18658 -2.34300  0.079
H -4.64083 -1.80389 -0.70216  0.071
H -5.03815 -0.10510 -0.95916  0.072
H -2.43358 -1.43229 -1.88601  0.095
H -2.84438 0.23916 -2.11598  0.121
H -3.50617 1.50955 -0.09056  0.126
H -2.44967 1.25708 1.29088  0.138
H -1.34174 1.79462 -1.50015  0.141
H -2.79731 3.70800 -0.89324  0.081
H -2.01007 3.81758 0.69171  0.089
H -1.08865 4.15491 -0.78246  0.075
H -0.23326 1.12796 0.99743  0.096
H 1.38027 0.37016 2.14549  0.111
H 4.99970 0.54767 3.17113  0.109
H 3.88109 2.81571 -1.49268  0.086
H 3.23487 4.16159 -0.54820  0.086
H 4.87413 3.54194 -0.20490  0.087
H -2.54539 -2.89034 -0.07851  0.144
H -0.34106 -3.94112 -0.77427  0.133
H -0.99854 -2.72907 -1.83747  0.103
H 0.23760 -0.85455 -2.49445  0.115
H 2.42985 0.30545 -2.57082  0.123
H 3.78083 -2.01958 0.74108  0.125
H 1.57749 -3.17630 0.83652  0.122
H -1.74967 -3.99860 3.16685  0.094
H -2.26848 -2.33303 2.84236  0.086
H -3.08201 -3.70209 2.02841  0.092

Values from the calculation:
* highest occupied orbital energy: -0.3088 Eh
* HOMO-LUMO gap: 8.92 eV
* energy relative to the best compared isomer or geometry (same formula, charge and spin): 0.000 eV
* energy: -38046.855 eV
* structure (SMILES): CCN(C[C@@H](C)NC(=O)c1cc(O)nn1C)C(=O)[C@@H](Cc1ccc(F)cc1)OC

---

Which of these has the highest HOMO-LUMO gap?
C4H6F3N